Record 1
# C18H23N2O3

An isolated ion of composition C18H23N2O3 and charge +1 (ωB97M-V/def2-TZVPD, OMol25).

Geometry (Å):
C -2.10 2.07 -1.76
C -2.18 1.28 -0.47
C -2.03 2.17 0.76
C -2.26 1.43 2.09
C -1.21 0.39 2.39
C -1.54 -0.97 2.44
C -0.58 -1.91 2.74
C 0.73 -1.52 3.00
C 1.06 -0.17 2.97
C 0.10 0.78 2.68
N -1.09 0.25 -0.42
C -1.28 -0.96 -1.24
C -0.10 -1.94 -1.09
O -0.46 -3.04 -1.88
C 1.19 -1.27 -1.52
C 1.69 -1.42 -2.81
C 2.86 -0.78 -3.19
C 3.52 0.06 -2.31
C 3.00 0.23 -1.04
N 3.62 1.15 -0.11
O 4.75 1.49 -0.31
O 2.91 1.53 0.81
C 1.86 -0.44 -0.62
H -1.15 2.61 -1.83
H -2.20 1.43 -2.63
H -2.90 2.80 -1.80
H -3.13 0.74 -0.42
H -2.75 2.98 0.68
H -1.03 2.63 0.76
H -2.26 2.17 2.89
H -3.25 0.97 2.07
H -2.56 -1.28 2.27
H -0.85 -2.96 2.80
H 1.47 -2.26 3.25
H 2.07 0.15 3.19
H 0.37 1.82 2.68
H -1.01 -0.02 0.59
H -0.21 0.70 -0.69
H -1.37 -0.70 -2.30
H -2.20 -1.47 -0.94
H -0.02 -2.23 -0.03
H 0.19 -3.75 -1.79
H 1.16 -2.06 -3.50
H 3.24 -0.92 -4.19
H 4.42 0.59 -2.59
H 1.54 -0.34 0.41

Calculated values
**Total charge**: +1
**Kohn-Sham gap**: 9.4 eV
**HOMO energy**: -12.75 eV
**SMILES**: C[C@H](CCc1ccccc1)[NH2+]C[C@@H](O)c1cccc([N+](=O)[O-])c1
**Energy**: -28153.7433 eV

=====

Record 2
# CH11NO5

A 5-piece molecular cluster, CH11NO5 overall (ωB97M-V/def2-TZVPD, OMol25).

Geometry (Å):
N -0.34 -1.00 1.68
C -1.02 -2.18 1.44
O -0.38 -3.19 1.26
H -0.78 -0.15 1.36
H 0.66 -0.86 1.73
H -2.09 -2.16 1.19
O 0.24 2.29 0.94
H 0.52 1.41 0.66
H -0.44 2.49 0.27
O -0.96 2.30 -1.71
H -1.90 2.43 -1.66
H -0.47 3.11 -1.95
O -0.48 -0.93 -2.67
H -0.81 -0.09 -2.32
H -0.06 -1.34 -1.90
O 2.40 -0.43 0.57
H 3.04 -0.77 1.21
H 2.88 -0.93 -0.11

Calculated values
**Kohn-Sham gap**: 10.0 eV
**HOMO energy**: -9.80 eV
**SMILES**: NC=O.O.O.O.O
**Energy**: -12942.7745 eV

=====

Record 3
# C54H41BrN4O4P2RuTe

C54H41BrN4O4P2RuTe as an isolated structure (ωB97M-V/def2-TZVPD, OMol25).

Geometry (Å):
Ru 0.99 0.81 -0.46
O 3.44 0.75 -0.48
C 2.94 1.14 -1.56
O 2.20 0.44 -2.35
C 3.05 2.60 -1.81
C 4.20 3.27 -2.28
C 4.17 4.62 -2.33
C 3.01 5.32 -1.91
C 2.93 6.73 -1.98
C 1.81 7.38 -1.57
C 0.71 6.64 -1.06
C 0.77 5.28 -0.98
C 1.92 4.57 -1.42
N 1.96 3.19 -1.36
H 5.07 2.69 -2.58
H 5.03 5.18 -2.67
H 3.77 7.28 -2.38
H 1.75 8.46 -1.62
H -0.18 7.16 -0.74
H -0.07 4.72 -0.60
C 2.34 1.61 2.56
O 1.86 0.45 1.86
C 2.47 -0.74 2.16
C 3.05 -0.99 3.38
C 3.66 -2.22 3.61
Br 4.39 -2.58 5.31
C 3.71 -3.17 2.63
C 3.11 -2.92 1.39
C 2.46 -1.71 1.17
O 1.81 -1.43 0.02
C 3.16 -3.89 0.29
N 2.60 -3.69 -0.88
C 2.92 -4.79 -1.68
C 2.61 -5.07 -3.01
C 3.10 -6.24 -3.55
C 3.87 -7.13 -2.78
C 4.18 -6.86 -1.46
C 3.69 -5.68 -0.93
N 3.83 -5.08 0.32
H 1.80 1.74 3.50
H 2.16 2.46 1.92
H 3.41 1.52 2.75
H 3.03 -0.24 4.17
H 4.20 -4.12 2.83
H 2.02 -2.16 -0.65
H 2.03 -4.36 -3.60
H 2.88 -6.49 -4.58
H 4.24 -8.04 -3.24
H 4.79 -7.55 -0.88
H 4.31 -5.47 1.11
Te -3.73 0.61 -1.48
C -5.14 -0.49 -0.37
C -5.90 -1.50 -0.94
C -6.88 -2.11 -0.17
N -7.13 -1.78 1.10
C -6.40 -0.80 1.64
C -5.40 -0.12 0.94
C -2.12 0.45 -0.13
P -1.05 1.89 0.01
C -1.77 3.11 -1.11
C -1.42 3.03 -2.46
C -2.06 3.83 -3.39
C -3.05 4.72 -2.97
C -3.37 4.82 -1.62
C -2.73 4.02 -0.68
C -1.23 2.61 1.67
C -2.21 2.19 2.56
C -2.27 2.72 3.84
C -1.36 3.69 4.24
C -0.39 4.14 3.34
C -0.31 3.59 2.07
P -0.95 -0.91 -0.31
C -1.72 -2.19 -1.32
C -1.19 -2.48 -2.58
C -1.75 -3.50 -3.34
C -2.82 -4.23 -2.84
C -3.35 -3.93 -1.59
C -2.80 -2.92 -0.82
C -0.80 -1.74 1.32
C -0.46 -3.09 1.36
C -0.25 -3.72 2.58
C -0.36 -3.01 3.76
C -0.69 -1.66 3.73
C -0.89 -1.03 2.51
H -5.75 -1.80 -1.97
H -7.49 -2.91 -0.59
H -6.63 -0.53 2.67
H -4.85 0.68 1.42
H -0.65 2.34 -2.78
H -1.80 3.77 -4.44
H -3.55 5.35 -3.70
H -4.13 5.52 -1.29
H -2.98 4.10 0.37
H -2.93 1.43 2.24
H -3.03 2.37 4.54
H -1.39 4.09 5.24
H 0.31 4.91 3.64
H 0.46 3.92 1.38
H -0.35 -1.91 -2.95
H -1.34 -3.73 -4.32
H -3.25 -5.03 -3.43
H -4.19 -4.50 -1.20
H -3.21 -2.69 0.16
H -0.37 -3.66 0.44
H 0.01 -4.78 2.60
H -0.19 -3.51 4.71
H -0.79 -1.10 4.65
H -1.12 0.03 2.49

Calculated values
**Total charge**: +1
**2S+1**: 2
**Kohn-Sham gap (alpha / beta)**: 4.8 / 5.0 eV
**HOMO energy (alpha / beta)**: -9.24 / -9.22 eV
**Energy**: -169301.5282 eV

=====

Record 4
# C29H53BrINO12S

A 4-piece molecular cluster, C29H53BrINO12S overall (ωB97M-V/def2-TZVPD, OMol25).

Geometry (Å):
C 2.27 0.13 3.92
C 1.94 0.80 2.58
C 2.14 -0.12 1.38
C 1.05 -1.20 1.27
C -0.20 -0.64 0.60
C -1.47 -1.46 0.87
C -2.27 -1.04 2.10
C -3.22 0.14 1.91
C -2.49 1.48 1.79
C -3.27 2.79 1.97
I -4.88 2.73 0.53
C -2.27 3.95 1.72
C -2.45 4.87 0.51
C -1.22 5.73 0.30
O -1.23 6.92 0.31
N -0.02 4.95 0.09
C 0.24 4.79 -1.35
C 1.11 5.53 0.83
C -2.25 4.74 3.00
O -1.50 5.60 3.33
O -3.28 4.35 3.81
C -3.80 3.10 3.45
S -5.59 3.18 3.72
Br -3.06 1.83 4.77
H 3.12 -0.54 3.79
H 1.42 -0.47 4.27
H 2.52 0.86 4.69
H 0.90 1.14 2.60
H 2.55 1.71 2.46
H 2.08 0.48 0.46
H 3.14 -0.55 1.40
H 0.80 -1.59 2.26
H 1.43 -2.03 0.67
H -0.02 -0.59 -0.48
H -0.33 0.39 0.96
H -2.13 -1.44 -0.01
H -1.16 -2.51 0.99
H -2.87 -1.89 2.43
H -1.58 -0.83 2.93
H -3.93 0.16 2.74
H -3.81 -0.03 1.00
H -1.65 1.51 2.49
H -2.06 1.54 0.79
H -1.27 3.53 1.60
H -3.32 5.52 0.59
H -2.55 4.23 -0.37
H -0.14 3.84 -1.71
H -0.20 5.60 -1.94
H 1.32 4.82 -1.52
H 1.99 4.91 0.63
H 1.31 6.56 0.53
H 0.89 5.51 1.89
H -5.50 4.40 4.26
C -0.03 -5.75 -4.38
C -0.59 -4.37 -4.61
O -0.14 -3.43 -3.62
C 1.09 -2.95 -3.81
O 1.82 -3.21 -4.72
O 1.36 -2.12 -2.80
C 2.68 -1.57 -2.82
H -0.26 -6.09 -3.37
H -0.47 -6.45 -5.09
H 1.05 -5.76 -4.52
H -1.68 -4.37 -4.51
H -0.34 -4.00 -5.61
H 2.90 -1.10 -3.78
H 3.41 -2.35 -2.62
H 2.71 -0.82 -2.03
C 5.95 -0.29 6.54
C 6.51 0.73 5.58
O 7.82 0.36 5.12
C 7.85 -0.54 4.15
O 6.89 -1.03 3.59
O 9.12 -0.80 3.86
C 9.31 -1.76 2.81
H 6.63 -0.44 7.38
H 4.99 0.06 6.94
H 5.78 -1.24 6.05
H 6.65 1.70 6.07
H 5.85 0.87 4.72
H 8.76 -1.47 1.92
H 8.97 -2.75 3.13
H 10.38 -1.78 2.62
C -7.57 -3.33 -7.19
C -6.45 -4.32 -6.95
O -5.15 -3.72 -7.17
C -4.70 -2.97 -6.17
O -5.23 -2.79 -5.11
O -3.51 -2.47 -6.53
C -2.89 -1.64 -5.54
H -7.49 -2.91 -8.19
H -8.53 -3.84 -7.11
H -7.54 -2.53 -6.46
H -6.48 -5.14 -7.66
H -6.48 -4.72 -5.94
H -2.83 -2.15 -4.59
H -3.45 -0.71 -5.42
H -1.90 -1.43 -5.92

Calculated values
**Kohn-Sham gap**: 9.1 eV
**HOMO energy**: -9.09 eV
**SMILES**: CCCCCCCCC[C@]1(I)[C@@H](CC(=O)N(C)C)C(=O)O[C@]1(S)Br.CCOC(=O)OC.CCOC(=O)OC.CCOC(=O)OC
**Energy**: -145971.6819 eV

=====

Record 5
# C5H12N2O

C5H12N2O as an isolated structure (ωB97M-V/def2-TZVPD, OMol25).

Geometry (Å):
C 1.21 0.73 1.15
C 0.88 0.30 -0.30
C -0.52 -0.33 -0.36
C -1.62 0.69 -0.76
C -1.09 -1.17 0.69
H 2.14 1.48 0.95
H 0.27 1.18 1.85
H 1.82 -0.46 1.57
H 0.78 1.12 -1.10
H 2.06 -0.98 -1.45
H 2.80 -0.71 -0.22
H -1.30 1.11 -1.75
H -2.56 0.19 -0.69
H -1.71 2.68 -0.39
H -2.14 -0.96 1.05
H -0.46 -1.62 1.57
H -0.01 -2.31 -0.76
N 1.88 -0.79 -0.50
N -0.91 -1.80 -0.65
O -1.52 1.65 0.11

Calculated values
**Kohn-Sham gap**: 9.5 eV
**HOMO energy**: -8.98 eV
**Energy**: -10402.1030 eV